[1]
C22H22CaIN8O4S2Se | ωB97M-V/def2-TZVPD

Values from the calculation:
net charge = -1
Kohn-Sham gap = 6.83 eV
LUMO energy = 2.22 eV
energy above the lowest of the compared OMol25 structures with the same formula, charge and spin = 0.9882 eV
HOMO level = -4.61 eV

Atoms and positions in Å:
Ca (1.6998, -1.2403, -0.7649)
C (3.3675, 0.9928, 2.8206)
C (1.9536, 1.2772, 2.9804)
N (1.5867, 2.0917, 3.9525)
C (0.3335, 2.1466, 4.3823)
C (-0.6864, 1.4590, 3.7567)
C (-2.0390, 1.3566, 4.4804)
O (-2.4477, 0.0075, 4.6491)
C (-0.3811, 0.7236, 2.5753)
C (-1.5469, 0.0324, 1.9809)
N (-1.5381, -1.1630, 1.4496)
C (-2.6470, -1.6636, 0.7487)
C (-3.7840, -0.8887, 0.3797)
C (-4.7511, -1.4431, -0.4607)
C (-4.6224, -2.7438, -1.0160)
C (-3.4774, -3.5309, -0.7059)
C (-2.5137, -2.9622, 0.1904)
I (-0.9371, -4.1766, 0.9762)
C (0.9541, 0.7326, 2.0711)
O (1.3533, 0.2365, 0.9282)
H (3.5668, 0.3270, 1.9789)
H (3.7890, 0.6013, 3.8034)
H (3.8690, 1.9385, 2.6286)
H (0.0880, 2.6656, 5.2658)
H (-2.7766, 1.9106, 3.8391)
H (-1.9488, 1.8737, 5.4534)
H (-3.2255, 0.0250, 5.2256)
H (-2.4627, 0.6163, 1.9743)
H (-3.9246, 0.0616, 0.8526)
H (-5.5860, -0.8682, -0.8454)
H (-5.2892, -3.0321, -1.8343)
H (-3.1605, -4.4612, -1.1972)
N (5.1336, -0.8040, -2.8359)
C (4.4800, 0.2960, -2.7284)
N (3.3570, 0.5006, -2.0592)
C (2.8529, 1.7562, -2.2878)
C (3.5158, 2.4639, -3.2963)
S (4.9572, 1.6697, -3.7785)
C (1.5707, 2.1707, -1.6353)
C (1.1758, 3.3237, -0.9356)
S (-0.3187, 3.1918, -0.2143)
C (-0.5548, 1.6564, -1.1597)
N (0.6055, 1.1783, -1.7060)
N (-1.7524, 1.0553, -1.3109)
H (4.7340, -1.5554, -2.2102)
H (6.0084, -0.7841, -3.3713)
H (3.2904, 3.4709, -3.7360)
H (1.7538, 4.2198, -0.6234)
H (-2.5053, 1.5382, -0.9026)
H (-2.0061, 0.5602, -2.2407)
O (3.6886, -2.2653, -1.0158)
C (3.4225, -2.9016, 0.0996)
O (2.2690, -3.0117, 0.5699)
H (4.2740, -3.2779, 0.7430)
Se (-1.9569, -3.4718, -4.1179)
C (-0.7208, -2.6979, -3.0419)
N (0.0354, -2.1731, -2.2677)
N (-2.5127, 0.2722, -3.7919)
H (-3.4708, 0.2540, -4.1432)
H (-2.0348, -0.5690, -4.2065)
H (-2.1068, 1.0317, -4.3148)

Mulliken atomic charge list, values in e, 2 entries: 1.776, -1.211

[2]
C22H22Cl2IrN2O3 | ωB97M-V/def2-TZVPD

Values from the calculation:
net charge = +2
Kohn-Sham gap (spin up / spin down) = 7.27 / 6.02 eV
LUMO energy (spin up / spin down) = -5.79 / -8.31 eV
energy above the lowest of the compared OMol25 structures with the same formula, charge and spin = 0.0877 eV
2S+1 = 6
⟨S²⟩ = 8.795
HOMO level (spin up / spin down) = -13.06 / -14.33 eV

Atoms and positions in Å:
Ir (0.3089, 0.3241, -0.4388)
Cl (0.0229, 7.8182, -1.7065)
C (0.3979, 6.2049, -1.3873)
C (1.7174, 5.7594, -1.5250)
C (2.0080, 4.4457, -1.2832)
Cl (3.5950, 3.8591, -1.4515)
C (0.9727, 3.4921, -0.8949)
O (1.2821, 2.2826, -0.7903)
C (-0.3606, 4.0240, -0.6837)
C (-1.4328, 3.1980, -0.0818)
O (-1.2098, 2.1554, 0.4960)
C (-0.6324, 5.3275, -0.9600)
H (2.4951, 6.4486, -1.8244)
H (-2.4609, 3.5879, -0.1598)
H (-1.6342, 5.7201, -0.8303)
O (2.4956, 0.3034, 0.6385)
C (3.3752, -0.1310, -0.4312)
C (2.8687, -1.4607, -0.8923)
C (3.6651, -2.5871, -0.9389)
C (3.0964, -3.7940, -1.3218)
C (1.7502, -3.8282, -1.6399)
C (1.0190, -2.6560, -1.5739)
N (1.5627, -1.4904, -1.2084)
H (2.7346, 1.2154, 0.8517)
H (4.4001, -0.2032, -0.0730)
H (3.3266, 0.5996, -1.2428)
H (4.7134, -2.5186, -0.6815)
H (3.6953, -4.6942, -1.3591)
H (1.2639, -4.7460, -1.9391)
H (-0.0316, -2.6364, -1.8296)
C (-2.0089, -2.6983, 3.5261)
N (-1.2389, -1.7090, 2.8071)
C (0.1773, -1.9126, 2.6122)
C (-1.9277, -0.5863, 2.1785)
C (-2.3294, -0.9557, 0.7586)
C (-3.5700, -1.5656, 0.5838)
C (-4.0292, -1.8901, -0.6840)
C (-3.2414, -1.5883, -1.7852)
C (-2.0048, -0.9793, -1.6027)
C (-1.5089, -0.6556, -0.3310)
H (-1.3622, -3.2618, 4.1932)
H (-2.4511, -3.3836, 2.7921)
H (-2.8128, -2.2130, 4.0754)
H (0.7137, -1.2710, 3.3218)
H (0.4516, -1.6036, 1.6034)
H (0.4364, -2.9511, 2.7962)
H (-1.2745, 0.2858, 2.1809)
H (-2.8172, -0.3891, 2.7726)
H (-4.1980, -1.7761, 1.4432)
H (-4.9946, -2.3611, -0.8087)
H (-3.5925, -1.8161, -2.7832)
H (-1.4213, -0.7388, -2.4877)

Mulliken atomic charge list, values in e, 2 entries: 1.171, -0.094

[3]
C22H22Cl2N5O5RuS3 | ωB97M-V/def2-TZVPD

Values from the calculation:
Kohn-Sham gap (spin up / spin down) = 7.37 / 6.72 eV
LUMO energy (spin up / spin down) = -0.05 / -1.16 eV
energy above the lowest of the compared OMol25 structures with the same formula, charge and spin = 0.1412 eV
2S+1 = 6
⟨S²⟩ = 8.764
HOMO level (spin up / spin down) = -7.42 / -7.88 eV

Atoms and positions in Å:
Ru (-0.7452, -1.2150, 0.1787)
Cl (-5.0768, 0.6646, 1.1700)
C (-3.8702, 0.4279, 2.4004)
C (-4.1148, 0.7427, 3.7445)
C (-3.2854, 0.3213, 4.7241)
Cl (-3.7480, 0.3552, 6.3339)
C (-2.0385, -0.3156, 4.3387)
C (-1.1340, -0.9275, 5.2388)
C (-0.1616, -1.6864, 4.7466)
C (0.0454, -1.9079, 3.4072)
N (-0.7387, -1.2840, 2.5626)
C (-1.8101, -0.5617, 2.9692)
C (-2.7366, -0.1723, 1.9498)
O (-2.5693, -0.5739, 0.7439)
H (-5.0742, 1.1899, 4.0306)
H (-1.3039, -0.8232, 6.3448)
H (0.4266, -2.2790, 5.4231)
H (0.8858, -2.5421, 3.0222)
C (-1.8298, -3.4564, -3.4866)
N (-0.5022, -2.7918, -3.6981)
C (0.5657, -3.3551, -4.4031)
C (1.5505, -2.3364, -4.3709)
N (1.0358, -1.2939, -3.6048)
C (-0.2312, -1.5978, -3.2164)
S (-1.3317, -0.5426, -2.3450)
C (1.7132, -0.0828, -3.2864)
C (2.1040, 0.1141, -1.9727)
C (2.7064, 1.2853, -1.5949)
C (3.0710, 2.2186, -2.5408)
C (2.6215, 1.8967, -3.9268)
N (1.9604, 0.7789, -4.2904)
H (-2.6081, -2.7255, -3.5775)
H (-1.8352, -4.0068, -2.5375)
H (-1.8849, -4.2203, -4.2600)
H (0.5880, -4.4095, -4.7478)
H (2.5013, -2.2270, -4.7115)
H (1.9097, -0.6119, -1.2195)
H (2.9675, 1.4024, -0.5430)
H (3.5688, 3.1760, -2.4030)
H (2.7844, 2.5342, -4.7640)
O (1.4488, -1.4008, 0.4308)
S (1.7630, -2.8371, 0.0263)
O (2.3488, -2.8315, -1.2815)
O (2.4557, -3.5770, 1.0687)
S (-0.1623, -3.4963, -0.0933)
C (0.7244, 4.4429, 0.7427)
N (0.4373, 3.1648, 0.0802)
C (-0.2734, 3.2108, -1.1844)
C (0.4104, 2.0039, 0.7912)
C (1.2810, 1.8554, 2.0380)
O (-0.2318, 1.0131, 0.3135)
H (1.5228, 4.2014, 1.4659)
H (-0.1612, 4.8955, 1.1269)
H (1.2149, 5.1531, 0.0106)
H (-1.2743, 3.6181, -0.9971)
H (-0.4273, 2.2428, -1.5436)
H (0.2128, 3.9092, -1.8427)
H (0.7652, 2.2391, 2.9495)
H (2.2102, 2.2314, 1.8876)
H (1.3592, 0.8001, 2.1821)

Mulliken atomic charge list, values in e, 2 entries: 1.264, -0.212